{"formula": "C49H44F3N7Re", "method": "wB97M-V/def2-TZVPD", "elements": ["Re", "F", "F", "F", "N", "N", "N", "N", "N", "N", "N", "C", "C", "C", "C", "C", "C", "C", "C", "C", "C", "C", "C", "C", "C", "C", "C", "C", "C", "C", "C", "C", "C", "C", "C", "C", "C", "C", "C", "C", "C", "C", "C", "C", "C", "C", "C", "C", "C", "C", "C", "C", "C", "C", "C", "C", "C", "C", "C", "C", "H", "H", "H", "H", "H", "H", "H", "H", "H", "H", "H", "H", "H", "H", "H", "H", "H", "H", "H", "H", "H", "H", "H", "H", "H", "H", "H", "H", "H", "H", "H", "H", "H", "H", "H", "H", "H", "H", "H", "H", "H", "H", "H", "H"], "positions_angstrom": [[16.03964, 16.46573, 10.93484], [8.81361, 21.94660, 11.46320], [7.52955, 20.32168, 10.50072], [7.56458, 20.72894, 12.65003], [15.69877, 13.35622, 11.74574], [16.24382, 17.39820, 9.18253], [16.60924, 19.13943, 11.36535], [16.27175, 17.05450, 13.11238], [17.41056, 14.88490, 11.12669], [18.68925, 17.27389, 10.92932], [17.89198, 12.90480, 12.32170], [10.28640, 19.80384, 12.79488], [16.40809, 16.65896, 8.09703], [20.98484, 16.23406, 11.14781], [9.71819, 18.77457, 10.59658], [16.42767, 18.36608, 13.53718], [15.92983, 19.44418, 12.65776], [15.93394, 19.63388, 10.12760], [21.45823, 18.65217, 11.14910], [20.20259, 19.26089, 10.92543], [18.02582, 10.96970, 13.76316], [16.65137, 19.29721, 7.74525], [9.42720, 19.70069, 11.66317], [11.90660, 18.40524, 11.58570], [10.92967, 18.15318, 10.54862], [17.40035, 17.64514, 15.63128], [17.12677, 16.33362, 15.27712], [21.69533, 14.96789, 10.59213], [19.52123, 16.27529, 10.87813], [17.81371, 11.52945, 12.51833], [12.88834, 12.96576, 9.45335], [21.08454, 16.19284, 12.75921], [16.54654, 16.10140, 14.03996], [17.02930, 13.76192, 11.69750], [21.31648, 13.92499, 9.75743], [12.95862, 14.16060, 8.67052], [20.20047, 14.11760, 8.83560], [16.31650, 18.76583, 9.00957], [14.76727, 13.74466, 10.78902], [13.75525, 12.73947, 10.50243], [17.84568, 9.59610, 13.85355], [8.33662, 20.68586, 11.56193], [21.73151, 17.41507, 10.64909], [14.73340, 14.99711, 10.22212], [13.15376, 17.79820, 11.46959], [18.01046, 19.62448, 11.34938], [17.02358, 18.67649, 14.73160], [13.54850, 11.47371, 11.35320], [14.23704, 17.20868, 11.27788], [18.77830, 14.95218, 10.62487], [19.02685, 14.66382, 9.19501], [17.40583, 10.75051, 11.36767], [11.51390, 19.12298, 12.76036], [17.12299, 9.39323, 11.47775], [16.89484, 18.42126, 6.64653], [18.57336, 11.81025, 14.88540], [16.84391, 17.06677, 6.84841], [13.91698, 15.15218, 9.04230], [19.03033, 18.61415, 11.08440], [17.35801, 8.84465, 12.74310], [18.26695, 20.19888, 12.23519], [21.96362, 13.08165, 9.65739], [16.75525, 20.39447, 7.67495], [17.10643, 7.78258, 12.84284], [20.53815, 17.02397, 13.10022], [14.84116, 19.35690, 12.51076], [12.14184, 12.22323, 9.20333], [12.16005, 19.21226, 13.62365], [11.17604, 17.49448, 9.73222], [18.11418, 20.37421, 10.58026], [16.18922, 20.39167, 13.10494], [20.18060, 13.59229, 7.91587], [18.25692, 9.07508, 14.71231], [17.05367, 16.28944, 6.10768], [18.57987, 11.20377, 15.80608], [17.23261, 19.69521, 14.91228], [12.64903, 11.62238, 11.93437], [17.00671, 11.32345, 10.51922], [16.18514, 20.65259, 9.94248], [16.30233, 15.09772, 13.76244], [13.23909, 10.70962, 10.66476], [10.05253, 20.48787, 13.64028], [18.11249, 12.76388, 15.04404], [16.86318, 8.82775, 10.57470], [17.31982, 15.47731, 15.88268], [19.43506, 14.18642, 11.10310], [14.87918, 19.55712, 10.40685], [22.69559, 14.84093, 10.95107], [8.97660, 18.75076, 9.77293], [20.53080, 15.33091, 13.20248], [19.69908, 12.02178, 14.75778], [18.31726, 14.93259, 8.39405], [12.21940, 14.34884, 7.82700], [17.82969, 17.94315, 16.62356], [22.25222, 19.24821, 11.66714], [18.68252, 13.32488, 12.75903], [15.50394, 12.48410, 12.18610], [22.49266, 17.27550, 9.84043], [22.04584, 16.35122, 13.15644], [14.34264, 11.14039, 12.03354], [17.07712, 18.79881, 5.63643], [13.95071, 16.09547, 8.53934], [20.05579, 20.29480, 10.77019], [16.35263, 15.56669, 8.31736]], "forces_ev_per_angstrom": [[-0.9, 1.6, 2.0], [-0.2, -0.5, -0.9], [0.7, 1.3, 0.9], [-0.3, -0.4, 0.2], [2.3, 1.9, 0.0], [-0.5, 1.8, -2.0], [0.2, 1.0, -0.5], [0.5, -0.2, 2.0], [0.5, -0.3, -0.3], [0.6, 0.3, 0.8], [0.3, 1.7, -0.1], [-0.1, -0.1, -1.1], [1.4, -2.8, 0.0], [0.3, -1.8, 0.0], [-1.4, 2.2, 0.6], [-0.3, -1.6, -0.1], [0.2, -0.9, -1.5], [-0.3, -0.8, 2.4], [1.2, 2.5, -0.3], [0.6, -2.2, 1.8], [0.6, 0.3, -0.3], [0.0, -0.8, 0.5], [2.3, -1.2, 0.5], [-2.6, 0.1, 0.6], [1.2, 0.3, 1.2], [0.0, 1.1, 0.5], [-0.4, 0.8, -0.4], [-0.9, -2.0, -0.6], [-2.8, 0.2, 0.3], [-2.0, -1.9, -2.3], [0.1, 1.2, -0.7], [-1.7, -1.1, -1.5], [0.2, 0.9, -0.8], [-1.1, -2.2, 0.6], [-0.1, 3.2, 0.8], [0.7, 0.7, 0.4], [-1.2, -0.8, 1.2], [0.1, -0.3, -1.9], [-2.3, -1.6, -0.3], [0.9, 0.6, 0.3], [0.0, -1.0, -1.4], [-1.4, -0.2, -0.3], [0.9, -0.9, -0.9], [0.5, -0.2, -2.0], [2.7, -1.7, -0.3], [-2.2, 0.2, 0.1], [0.3, -2.0, 0.6], [-0.2, 1.0, -0.5], [-2.0, 2.1, 0.2], [2.3, 0.0, 1.1], [-0.2, -0.2, -1.4], [-0.9, 1.2, 1.3], [-0.4, 0.1, -1.1], [0.9, 0.9, 0.6], [0.0, 1.3, 0.1], [2.3, -1.2, 0.5], [-0.7, -0.3, 0.4], [-1.3, -1.6, 1.2], [0.1, -1.0, -1.2], [0.0, -0.5, 0.5], [-0.3, -0.3, 0.6], [0.5, -0.2, -0.3], [-0.2, -0.8, -0.2], [0.5, 0.4, 0.3], [-0.9, 1.4, 0.3], [0.4, 0.1, 0.1], [0.0, 0.0, 0.1], [0.2, -0.1, -0.2], [0.2, 0.0, -0.1], [-0.2, 0.4, -0.5], [0.0, 0.6, -0.2], [0.6, 0.1, -1.2], [-0.6, 0.0, 0.2], [-0.2, 0.6, 0.1], [-0.3, 0.5, -0.2], [0.0, 0.9, 0.5], [-0.1, 0.2, 0.5], [0.8, -0.3, -0.1], [0.1, 0.9, -0.3], [0.0, -0.5, -0.2], [0.4, -0.8, -0.2], [0.1, -0.7, -0.8], [-0.6, 0.4, 0.1], [-0.2, 0.1, 0.7], [0.2, -0.2, 0.6], [-0.7, 0.5, 0.1], [-0.2, 0.0, -0.8], [0.4, 0.1, 0.8], [0.7, -0.3, 0.6], [0.8, 0.2, -0.5], [-1.5, -0.2, -0.2], [0.2, -0.4, 0.7], [1.3, -0.3, 1.2], [-0.3, -0.6, -1.1], [-0.2, 0.1, -1.8], [0.5, 0.5, 0.0], [0.2, -0.4, 0.5], [0.1, -0.1, 1.6], [1.5, -0.4, 0.1], [-0.2, 0.0, -0.5], [0.2, 0.1, 0.5], [-0.2, 0.4, -0.3], [0.8, 1.2, 0.5], [-0.2, 1.0, -0.5]], "lowdin_charge": [1.606, 0.151, 0.106, 0.156, 0.149, -0.075, -0.154, 0.003, -0.035, 0.149, 0.128, 0.016, -0.155, -0.374, 0.012, -0.239, -0.102, -0.110, -0.056, -0.019, -0.230, 0.050, -0.087, -0.225, -0.005, 0.005, -0.033, 0.004, -0.141, -0.217, -0.044, 0.038, -0.096, -0.340, -0.042, -0.035, -0.063, -0.196, -0.219, -0.170, -0.010, -0.572, -0.012, -0.254, -0.067, -0.141, 0.014, -0.013, -0.169, -0.278, -0.035, -0.014, -0.004, -0.069, -0.002, -0.035, -0.018, -0.105, -0.245, -0.050, 0.138, 0.106, 0.137, 0.114, 0.058, 0.115, 0.118, 0.110, 0.113, 0.121, 0.130, 0.106, 0.121, 0.137, 0.091, 0.112, 0.091, 0.117, 0.125, 0.092, 0.081, 0.142, 0.050, 0.121, 0.106, 0.131, 0.123, 0.113, 0.136, 0.098, 0.120, 0.100, 0.130, 0.143, 0.142, 0.131, 0.106, 0.155, 0.083, 0.070, 0.132, 0.078, 0.116, 0.109], "orbital_gap_ev": [6.728, 5.747], "multiplicity": 4, "total_energy_ha": -2653.99746, "e_above_lowest_kcal_mol": 154.8, "charge": 2, "homo_ev": [-12.23, -12.18]}